{
  "formula": "C35H36N8STa",
  "method": "ωB97M-V/def2-TZVPD",
  "symbols": ["Ta", "C", "C", "C", "C", "N", "C", "C", "C", "C", "C", "C", "C", "H", "H", "H", "H", "H", "H", "H", "H", "N", "C", "C", "C", "C", "C", "C", "C", "C", "C", "C", "C", "C", "N", "C", "C", "C", "C", "N", "H", "H", "H", "H", "H", "H", "H", "H", "H", "H", "C", "C", "N", "C", "C", "N", "C", "C", "H", "H", "H", "H", "H", "H", "H", "H", "H", "H", "H", "H", "C", "N", "C", "N", "S", "H", "H", "H", "H", "H", "H"],
  "positions_angstrom": [[1.4969, 0.9584, 0.6509], [2.2416, -2.9771, 2.5405], [2.6814, -2.4378, 3.7795], [2.3912, -1.1360, 4.1564], [1.6979, -0.3206, 3.2233], [1.4217, -0.8374, 1.9436], [1.5727, -2.1470, 1.6661], [1.0022, 0.9230, 3.5342], [0.7943, 1.3639, 4.8594], [-0.0977, 2.3938, 5.0892], [-0.8371, 2.9150, 3.9997], [-0.5677, 2.5324, 2.7010], [0.4185, 1.6045, 2.3956], [2.4034, -4.0223, 2.2780], [3.3045, -3.0433, 4.4546], [2.6638, -0.7289, 5.1230], [1.0816, -2.4795, 0.7635], [1.3072, 0.8089, 5.7047], [-0.2371, 2.7502, 6.1010], [-1.6624, 3.5895, 4.1225], [-1.1532, 2.9233, 1.8830], [2.7787, -1.1228, -9.5247], [2.5616, -0.9756, -8.3908], [2.1482, -0.8351, -7.0867], [2.6527, -1.6362, -6.0805], [2.2507, -1.4589, -4.7735], [1.5540, -0.3148, -4.3479], [0.9166, 0.3996, -5.4156], [1.1652, 0.0809, -6.7409], [1.4638, 0.0134, -2.8591], [0.3098, 0.5890, -2.2491], [-0.9745, 0.7614, -2.8645], [-1.9801, 0.7685, -1.7845], [-1.2855, 0.6313, -0.6093], [0.1228, 0.5611, -0.8275], [2.6520, -0.2823, -2.0469], [4.0008, -0.5937, -2.4725], [4.8347, -0.6350, -1.3321], [4.0085, -0.4156, -0.2556], [2.7055, -0.1813, -0.6390], [3.2997, -2.4457, -6.4092], [2.5289, -2.2039, -3.9990], [0.2088, 1.1828, -5.1189], [0.6599, 0.6121, -7.5443], [-1.1544, 0.7924, -3.9505], [-3.0938, 0.7046, -1.9383], [-1.6166, 0.5753, 0.4326], [4.3357, -0.7369, -3.5179], [5.8902, -0.8587, -1.2211], [4.2894, -0.5891, 0.7852], [-2.8752, -2.6419, 0.6375], [-4.1207, -3.6344, 0.5774], [-5.0835, -3.4304, 1.7968], [-5.4593, -1.9678, 1.7947], [-4.1820, -0.9879, 1.7291], [-2.8687, -1.7118, 1.7957], [-2.9078, -2.6299, 2.9713], [-4.1764, -3.5727, 3.0546], [-2.8840, -2.0386, -0.2774], [-1.9068, -3.1632, 0.6837], [-3.8199, -4.7070, 0.5493], [-4.6544, -3.4295, -0.3432], [-6.1050, -1.7352, 2.6273], [-6.1186, -1.8334, 0.9331], [-4.2101, -0.3277, 2.6046], [-4.1672, -0.3930, 0.8026], [-2.7567, -2.0513, 3.8894], [-1.9864, -3.2366, 2.9835], [-4.7214, -3.3789, 3.9756], [-3.8366, -4.5942, 3.1649], [0.7891, 6.5220, -0.4731], [1.7628, 5.4579, -0.4376], [1.2997, 4.1910, -0.2240], [0.0304, 3.8733, -0.5864], [2.4240, 2.9838, 0.5365], [1.3084, 7.4577, -0.6527], [0.2206, 6.5276, 0.4818], [0.0778, 6.2644, -1.2821], [2.7416, 5.6136, -0.3096], [-0.6465, 4.5842, -0.8876], [-0.3243, 2.9701, -0.3033]],
  "atomic_forces_ev_per_a": [[-3.45, -4.61, -1.56], [-0.10, 0.24, 0.61], [0.66, -0.49, -0.31], [-0.72, 0.67, -1.30], [0.31, -2.23, -0.03], [0.40, 1.92, 1.39], [0.43, 0.07, 0.37], [-0.24, 1.06, -0.55], [0.95, -1.18, 0.00], [-0.34, 0.28, -0.65], [0.28, -0.31, 0.41], [0.32, 0.22, -0.29], [0.22, -1.82, 1.17], [-0.09, 0.28, 0.21], [-0.53, 0.12, -0.34], [0.02, -0.21, -0.09], [0.42, -0.11, -0.29], [-0.81, 0.98, -1.05], [-0.24, 0.03, -0.06], [-0.11, 0.31, 0.49], [-0.24, 0.37, 0.06], [-0.11, 0.29, 1.79], [0.55, -0.65, -4.20], [-0.61, 0.32, 2.38], [0.09, -0.83, -0.21], [1.03, -0.46, 1.58], [-0.71, 0.13, 0.06], [-0.12, -0.01, 1.29], [-0.53, 1.28, 0.11], [2.02, -0.34, -0.63], [-1.78, -0.47, -0.90], [0.34, -0.53, 2.00], [0.53, -0.36, -1.37], [0.57, 0.29, 0.30], [-0.26, 1.25, 0.71], [0.10, 0.01, -0.87], [-0.17, 0.31, -0.18], [-0.57, -0.11, -0.62], [-0.53, -0.46, 0.23], [0.23, -0.03, 0.42], [-0.06, -0.04, 0.50], [0.02, 0.54, -0.74], [0.59, -0.09, -0.73], [0.04, 0.06, 0.27], [-0.08, -0.15, 0.98], [1.49, 0.37, 0.33], [-0.19, -0.16, -0.45], [-0.35, 0.23, 0.92], [-0.21, 0.04, -0.42], [-0.23, 0.38, -0.13], [-0.02, -0.22, -0.13], [-0.13, 0.15, 1.71], [2.92, 1.30, 0.48], [0.76, -0.46, -1.19], [-0.28, -0.68, 0.68], [-1.60, -1.32, -0.20], [0.34, -0.02, 0.64], [0.05, 0.51, -1.30], [0.07, 0.01, 0.01], [-0.34, -0.17, -0.17], [-0.14, 0.83, 0.21], [-0.41, -0.01, 0.04], [0.16, -0.12, 0.60], [0.29, 0.15, -0.19], [-0.05, 0.10, -0.30], [-0.17, -0.11, 0.27], [-0.58, 0.25, -0.08], [-0.27, 0.01, -0.53], [-0.44, 0.30, -0.28], [-0.04, -0.33, -0.38], [-0.99, 0.02, -0.26], [-1.07, -3.73, 1.09], [-0.15, 1.42, -0.93], [1.42, 0.47, 1.00], [1.08, 4.10, -1.19], [-0.29, 0.07, -0.08], [0.44, 0.29, -0.49], [0.42, 0.89, 0.16], [0.49, 0.29, 0.24], [0.53, -0.52, 0.16], [-0.27, 0.14, -0.23]],
  "mulliken_charge": [1.076, -1.001, -0.450, -0.928, 1.103, 0.209, -0.214, 0.045, -0.770, -0.819, -0.847, -0.420, 1.300, 0.533, 0.465, 0.533, 0.513, 0.233, 0.465, 0.501, 0.404, -0.363, -0.222, 0.546, -0.601, -0.757, 0.107, -0.275, -0.904, 0.971, 0.483, -0.794, -1.164, -0.396, 0.100, -0.014, -0.203, -1.270, -0.148, 0.135, 0.522, 0.648, 0.496, 0.483, 0.509, 0.465, 0.503, 0.585, 0.475, 0.432, -0.348, -0.824, -0.233, -0.836, -0.371, -0.001, -0.548, -0.723, 0.221, 0.392, 0.278, 0.361, 0.293, 0.369, 0.522, 0.152, 0.466, 0.255, 0.263, 0.355, -0.911, -0.155, 0.831, -0.008, -0.383, 0.369, 0.344, 0.297, 0.300, 0.289, -0.296],
  "homo_ev": -13.847,
  "e_above_lowest_kj_mol": 298.6,
  "gap_ha": 0.1028,
  "e_tot_ev": -61157.1721,
  "charge": 3
}

***

{
  "formula": "C35H36NO3",
  "method": "ωB97M-V/def2-TZVPD",
  "symbols": ["C", "O", "C", "C", "C", "C", "C", "C", "C", "C", "C", "O", "C", "C", "C", "C", "C", "C", "H", "H", "H", "H", "H", "H", "H", "H", "H", "H", "H", "H", "H", "H", "H", "C", "O", "C", "C", "C", "C", "C", "C", "N", "C", "C", "C", "C", "C", "C", "C", "C", "C", "C", "C", "C", "H", "H", "H", "H", "H", "H", "H", "H", "H", "H", "H", "H", "H", "H", "H", "H", "H", "H", "H", "H", "H"],
  "positions_angstrom": [[-4.6344, -2.9959, -4.1120], [-4.7395, -2.5067, -2.7607], [-4.0675, -1.3745, -2.4259], [-4.1110, -1.0032, -1.0603], [-3.1934, -0.1213, -0.5591], [-2.2506, 0.5339, -1.4058], [-1.3309, 1.4320, -0.8170], [-0.1946, 2.0310, -1.4159], [0.2992, 3.2578, -0.8851], [1.3337, 3.9156, -1.5099], [1.9519, 3.3374, -2.6444], [2.9824, 4.0765, -3.1401], [3.1024, 5.2902, -2.2887], [2.0258, 5.2035, -1.2091], [1.5480, 2.0852, -3.1395], [0.5063, 1.4386, -2.5183], [-2.3464, 0.2752, -2.8026], [-3.2366, -0.6508, -3.3161], [-5.2943, -3.8642, -4.1386], [-4.9802, -2.2329, -4.8252], [-3.6023, -3.2971, -4.3506], [-4.8166, -1.5170, -0.4088], [-3.1674, 0.0766, 0.5139], [-1.5931, 1.7904, 0.1792], [-0.1818, 3.6980, -0.0096], [4.1198, 5.3043, -1.8843], [2.9680, 6.1526, -2.9475], [1.3291, 6.0443, -1.2667], [2.4676, 5.2024, -0.2101], [2.0561, 1.6743, -4.0068], [0.1972, 0.4498, -2.8664], [-1.7025, 0.8248, -3.4834], [-3.2372, -0.8729, -4.3834], [-4.5573, -2.2398, 4.1134], [-4.2579, -2.5294, 2.7281], [-2.9555, -2.7263, 2.3882], [-2.6928, -3.1714, 1.0680], [-1.4539, -2.9533, 0.5170], [-0.4049, -2.3124, 1.2363], [0.7905, -1.9238, 0.5333], [1.7718, -1.0411, 1.0114], [3.0412, -1.0674, 0.5316], [3.5647, -2.1513, -0.2951], [4.9661, -1.7089, -0.7486], [5.2297, -0.3337, -0.1126], [3.9781, 0.0283, 0.7036], [1.4014, 0.0111, 2.0015], [0.2050, 0.7132, 1.8246], [-0.1577, 1.7819, 2.6368], [0.6123, 2.0723, 3.7684], [1.7695, 1.3232, 4.0174], [2.1720, 0.3192, 3.1338], [-0.6219, -2.1738, 2.6394], [-1.8627, -2.3801, 3.2193], [-5.6476, -2.2881, 4.1781], [-4.1030, -2.9971, 4.7704], [-4.2041, -1.2358, 4.3953], [-3.5229, -3.5672, 0.4869], [-1.2764, -3.2345, -0.5224], [0.9733, -2.4445, -0.4107], [3.6151, -3.0870, 0.2857], [2.9136, -2.3380, -1.1568], [5.7125, -2.4452, -0.4310], [5.0074, -1.6444, -1.8399], [6.1091, -0.3677, 0.5385], [5.4104, 0.4224, -0.8794], [3.5535, 0.9918, 0.3683], [4.2475, 0.1602, 1.7610], [-0.4328, 0.3963, 1.0023], [-1.0334, 2.3934, 2.3989], [0.3161, 2.8838, 4.4351], [2.3706, 1.5344, 4.9019], [3.0674, -0.2676, 3.3417], [0.2077, -1.8729, 3.2797], [-2.0289, -2.1866, 4.2795]],
  "atomic_forces_ev_per_a": [[-0.07, 0.13, -0.02], [0.49, 1.42, 0.08], [0.26, -0.92, -0.02], [-0.14, -0.39, -0.05], [-0.22, 0.30, -0.04], [-0.06, -0.18, 0.13], [-0.28, 0.36, -0.82], [0.43, -0.29, -0.13], [0.11, 0.21, -0.11], [-0.04, -0.76, -0.37], [0.38, 0.44, 0.21], [-1.26, -0.39, 1.00], [0.31, -0.09, -0.57], [-0.14, 0.35, 0.39], [0.36, 0.33, -0.27], [-0.50, 0.15, 0.15], [-0.06, -0.17, -0.08], [0.24, -0.10, 0.15], [0.16, 0.18, -0.08], [0.06, -0.29, 0.19], [-0.31, 0.13, 0.18], [0.24, 0.09, -0.13], [-0.03, -0.09, -0.25], [0.04, -0.06, -0.20], [0.12, -0.15, -0.19], [-0.24, -0.11, -0.16], [0.07, -0.23, 0.06], [0.12, -0.05, 0.03], [-0.08, 0.00, -0.05], [-0.05, -0.09, 0.22], [0.27, 0.36, 0.18], [-0.29, -0.08, 0.05], [-0.03, 0.16, 0.35], [0.14, -0.25, -0.54], [-0.18, -0.42, 0.71], [0.90, 0.31, -0.28], [-0.70, 0.53, 1.05], [0.85, 0.44, 0.08], [-1.49, -0.63, 0.77], [1.90, 0.85, 0.33], [-1.87, -1.30, -0.74], [0.44, 0.19, -0.10], [-0.07, -0.14, 0.02], [-0.04, -0.16, -0.06], [0.02, 0.03, 0.09], [0.40, 0.57, 0.15], [0.05, 0.15, 0.75], [0.16, 0.23, -0.35], [0.20, -0.21, 0.28], [0.21, -0.05, -0.25], [-0.17, 0.08, -0.07], [-0.22, -0.04, -0.06], [0.54, -0.08, -0.80], [-1.00, 0.07, -0.55], [0.28, 0.04, 0.07], [-0.19, 0.24, -0.15], [-0.06, -0.28, -0.11], [0.18, 0.02, 0.06], [-0.04, 0.09, 0.17], [0.15, -0.03, 0.46], [-0.20, 0.25, -0.10], [0.10, 0.04, 0.08], [-0.14, 0.19, -0.13], [0.04, -0.07, 0.18], [-0.15, 0.07, -0.18], [0.06, -0.09, 0.10], [-0.01, -0.33, 0.08], [-0.05, 0.00, -0.36], [0.30, 0.06, 0.23], [0.14, -0.32, 0.20], [0.16, -0.25, -0.17], [-0.17, -0.07, -0.22], [-0.25, 0.22, 0.03], [-0.24, -0.04, -0.18], [0.19, -0.02, -0.33]],
  "mulliken_charge": [-0.858, -0.396, 1.000, -0.696, -0.460, 0.467, -0.978, 1.273, -0.370, 0.727, 0.251, -0.511, -0.350, -0.674, -1.563, -0.779, -0.576, -0.879, 0.244, 0.364, 0.367, 0.507, 0.303, 0.646, 0.410, 0.292, 0.282, 0.296, 0.280, 0.467, 0.787, 0.742, 0.398, -0.890, -0.429, 0.735, -0.579, -0.551, 0.292, -1.285, 1.030, 0.207, -0.532, -0.591, -0.576, -0.386, -1.206, 0.893, -0.916, -0.823, -0.879, 0.110, -0.430, -0.570, 0.246, 0.350, 0.335, 0.533, 0.396, 0.140, 0.299, 0.258, 0.297, 0.282, 0.306, 0.285, 0.199, 0.134, 0.502, 0.477, 0.430, 0.423, 0.568, 0.507, 0.398],
  "homo_ev": -8.608,
  "e_above_lowest_kj_mol": 0.0,
  "gap_ha": 0.1392,
  "e_tot_ev": -44503.5035,
  "charge": 1
}